The following is a DFT calculation (ωB97M-V/def2-TZVPD) of one molecule with the formula C22H28FNO4.

XYZ file:
```
56
Properties=species:S:1:pos:R:3
C -2.163 -2.828 -1.468
C -1.314 -2.302 -0.326
O -1.467 -0.884 -0.268
C -1.166 -0.282 0.880
O -0.750 -0.867 1.849
C -1.471 1.213 0.851
C -2.879 1.372 1.484
C -3.889 0.450 0.866
C -4.102 -0.817 1.399
C -4.994 -1.696 0.811
C -5.697 -1.328 -0.323
C -5.488 -0.062 -0.837
F -6.172 0.320 -1.938
C -4.602 0.830 -0.263
C -0.437 1.952 1.706
C 0.941 1.882 1.056
N 0.899 2.471 -0.269
C 2.225 2.636 -0.850
C 2.972 1.351 -1.040
C 2.960 0.436 -2.053
C 3.774 -0.641 -1.628
C 4.222 -0.311 -0.384
C 5.116 -1.028 0.570
O 6.377 -1.227 -0.032
C 7.273 -1.916 0.800
O 3.739 0.897 -0.024
C -0.007 1.734 -1.129
C -1.424 1.787 -0.565
H -3.208 -2.580 -1.298
H -1.847 -2.379 -2.405
H -2.057 -3.907 -1.536
H -0.253 -2.532 -0.481
H -1.622 -2.729 0.635
H -2.795 1.153 2.550
H -3.191 2.411 1.365
H -3.558 -1.118 2.283
H -5.144 -2.677 1.236
H -6.397 -1.996 -0.801
H -4.482 1.811 -0.697
H -0.387 1.499 2.697
H -0.736 2.996 1.805
H 1.659 2.444 1.658
H 1.269 0.828 1.031
H 2.106 3.134 -1.816
H 2.798 3.286 -0.184
H 2.444 0.522 -2.988
H 4.001 -1.535 -2.171
H 4.677 -2.003 0.844
H 5.215 -0.425 1.486
H 6.891 -2.913 1.058
H 8.201 -2.016 0.241
H 7.463 -1.363 1.729
H 0.008 2.201 -2.118
H 0.303 0.681 -1.245
H -1.742 2.831 -0.526
H -2.094 1.235 -1.224
```

Output
HOMO level (eV): -8.33
ΔE to the lowest compared entry with this formula, charge and spin (kcal per mole): 0.06
Total energy (eV): -35665.7338
SMILES string: CCOC(=O)C1(Cc2cccc(F)c2)CCN(Cc2ccc(COC)o2)CC1

---

The following is a DFT calculation (ωB97M-V/def2-TZVPD) of C4H12BrNO as an isolated structure.

XYZ file:
```
19
Properties=species:S:1:pos:R:3
C -3.986 1.218 -16.402
C -2.679 1.772 -16.931
C -2.855 2.674 -18.163
O -3.273 1.914 -19.280
C -3.053 2.615 -20.486
N -2.163 2.692 -15.785
H -2.825 3.436 -15.616
H -2.333 2.130 -14.963
H -1.189 2.955 -15.823
H -3.868 0.490 -15.600
H -4.539 0.593 -17.102
H -4.699 1.979 -16.085
H -1.957 0.960 -17.022
H -1.829 3.009 -18.318
H -3.537 3.514 -18.030
H -1.970 2.608 -20.610
H -3.525 3.597 -20.457
H -3.366 2.164 -21.427
Br -4.183 4.418 -15.554
```

Output
HOMO level (eV): -8.45
ΔE to the lowest compared entry with this formula, charge and spin (kcal per mole): 8.55
Total energy (eV): -77921.3920

---

The following is a DFT calculation (ωB97M-V/def2-TZVPD) of C3H4AgO4 as an isolated structure.

XYZ file:
```
12
Properties=species:S:1:pos:R:3
O 0.866 -0.275 1.198
C -0.309 0.316 1.063
C 1.036 -1.298 0.201
O -0.637 1.343 1.606
O -1.077 -0.343 0.186
C -0.257 -1.226 -0.543
H 1.204 -2.259 0.712
H 1.916 -1.039 -0.406
H -0.774 -2.027 -1.064
O -1.050 2.125 -1.394
H -0.589 1.422 -1.853
Ag -0.329 3.261 0.294
```

Output
HOMO level (spin up / spin down) (eV): -8.13 / -8.13
ΔE to the lowest compared entry with this formula, charge and spin (kcal per mole): 24.30
Spin multiplicity: 2
Total energy (eV): -15361.1703
⟨S²⟩: 0.753

---

The following is a DFT calculation (ωB97M-V/def2-TZVPD) of one molecule with the formula C5H9NO4.

XYZ file:
```
19
Properties=species:S:1:pos:R:3
C -1.365 0.354 1.486
C -1.170 0.364 -0.015
O -1.843 1.085 -0.771
C -0.601 -0.970 -0.634
O -1.060 -1.089 -1.962
C 0.885 -0.772 -0.585
N 1.606 -1.488 0.364
C 0.966 1.067 -0.119
O 1.494 1.388 0.926
O 1.038 1.849 -1.216
H -0.509 -0.080 2.003
H -1.494 1.380 1.834
H -2.254 -0.240 1.710
H -0.936 -1.831 -0.042
H -1.497 -0.226 -2.150
H 1.379 -0.694 -1.551
H 1.240 -1.445 1.311
H 2.605 -1.311 0.365
H 1.520 2.659 -0.955
```

Output
HOMO level (eV): -9.13
ΔE to the lowest compared entry with this formula, charge and spin (kcal per mole): 64.00
Total energy (eV): -15009.4687
SMILES string: CC(=O)[C@@H](O)[C@H](N)C(=O)O

---

The following is a DFT calculation (ωB97M-V/def2-TZVPD) of a 4-piece molecular cluster, C19H34FN2O8P overall.

XYZ file:
```
65
Properties=species:S:1:pos:R:3
C 2.198 -0.945 2.057
C 1.297 -2.154 1.886
O 0.713 -2.289 0.590
C -0.316 -1.389 0.199
C -1.023 -0.705 1.347
C -2.129 0.196 0.949
O -2.671 0.324 -0.078
F -2.531 0.923 2.012
C -1.357 -2.240 -0.602
O -2.594 -2.431 0.053
C -1.465 -1.637 -1.989
O -2.015 -2.087 -2.929
O -0.768 -0.468 -2.013
C 0.246 -0.538 -1.010
P 1.624 -1.564 -1.862
N 2.081 -0.958 -3.222
C 0.765 0.865 -0.772
C -0.111 1.945 -0.781
C 0.399 3.226 -0.584
N 1.686 3.502 -0.370
C 2.517 2.457 -0.368
C 2.121 1.142 -0.571
H 2.606 -0.954 3.063
H 1.729 -0.001 1.807
H 3.041 -1.064 1.380
H 0.562 -2.254 2.680
H 1.935 -3.025 1.996
H -0.364 -0.159 2.015
H -1.486 -1.477 1.961
H -0.902 -3.224 -0.711
H -2.891 -3.323 -0.144
H 1.137 -2.882 -1.987
H 2.723 -1.669 -0.990
H 1.581 -0.112 -3.464
H -1.164 1.828 -0.973
H -0.286 4.058 -0.596
H 3.567 2.662 -0.206
H 2.853 0.360 -0.584
C -2.509 -5.981 2.490
C -1.790 -4.699 2.867
O -0.373 -4.856 2.849
H -2.229 -6.786 3.168
H -3.591 -5.850 2.529
H -2.236 -6.294 1.479
H -2.051 -4.398 3.881
H -2.076 -3.886 2.189
H -0.115 -5.113 1.957
C 2.864 3.494 -5.804
C 2.359 2.205 -5.182
O 2.947 1.962 -3.908
H 3.949 3.464 -5.909
H 2.421 3.656 -6.789
H 2.618 4.351 -5.172
H 2.620 1.350 -5.804
H 1.268 2.233 -5.083
H 2.719 2.699 -3.331
C -2.091 4.339 3.834
C -2.424 4.638 2.384
O -1.844 3.681 1.500
H -1.010 4.325 3.978
H -2.523 5.087 4.499
H -2.476 3.358 4.123
H -2.026 5.608 2.093
H -3.509 4.657 2.238
H -2.201 2.820 1.737
```

Output
HOMO level (eV): -8.43
Total energy (eV): -51618.4197
SMILES string: CCO[C@]1(CC(=O)F)[C@@H](O)C(=O)O[C@@]1([PH2]=N)c1ccncc1.CCO.CCO.CCO

---

The following is a DFT calculation (ωB97M-V/def2-TZVPD) of C8H23NO8SV as an isolated structure.

XYZ file:
```
42
Properties=species:S:1:pos:R:3
V 0.357 0.293 -0.080
S 1.660 2.670 -0.300
O 2.148 1.329 0.187
O 2.429 3.241 -1.391
O 0.280 2.283 -0.710
O 1.631 3.572 0.850
C 1.430 0.684 -3.123
O 1.288 -0.231 -2.029
H 2.322 1.295 -2.956
H 1.562 0.152 -4.071
H 0.610 1.389 -3.224
H 1.855 -0.982 -2.201
C 0.885 -2.930 -0.380
O -0.245 -2.058 -0.498
H 0.878 -3.691 -1.168
H 1.828 -2.428 -0.607
H 0.926 -3.371 0.613
H -0.953 -2.649 -0.776
C -2.105 0.132 -2.466
O -1.660 0.370 -1.157
C -2.768 0.522 -0.259
C -2.392 1.341 0.971
N -1.076 1.020 1.550
C -1.129 -0.198 2.406
C 0.275 -0.547 2.919
O 1.102 -0.752 1.786
C 2.434 -1.115 2.148
H -2.723 -0.772 -2.516
H -1.261 -0.014 -3.138
H -2.658 0.975 -2.888
H -3.120 -0.488 -0.020
H -3.584 1.021 -0.785
H -3.188 1.214 1.715
H -2.339 2.399 0.717
H -0.785 1.801 2.130
H -1.538 -0.999 1.794
H -1.754 0.014 3.281
H 0.299 -1.325 3.687
H 0.669 0.323 3.468
H 2.473 -1.928 2.868
H 2.945 -0.178 2.404
H 2.993 -1.382 1.247
```

Output
HOMO level (spin up / spin down) (eV): -6.40 / -7.40
ΔE to the lowest compared entry with this formula, charge and spin (kcal per mole): 25.12
Spin multiplicity: 4
Total energy (eV): -63061.2848
⟨S²⟩: 3.755

---

- What is the formula in the first record?
  C22H28FNO4

---

- Which of these has the lowest total energy?
  C4H12BrNO

---

- Among the records above, which one has the lowest total energy?
  C4H12BrNO